No. 1
The following is a quantum chemistry calculation of a molecular structure, C42H25F15N4O3PSSc, from the OMol25 dataset.

Atoms and positions in Å:
1 Sc 0.038 -0.855 -0.354
2 C -0.159 2.696 -0.583
3 N -0.998 1.675 0.051
4 C -1.441 2.127 1.370
5 C -0.313 2.417 2.339
6 N 0.266 1.156 2.746
7 C 1.458 1.073 3.315
8 C 1.833 -0.156 3.996
9 F 2.894 -1.078 1.639
10 C 3.043 -0.310 4.634
11 F 3.347 -1.462 5.257
12 C 3.981 0.697 4.676
13 F 5.169 0.541 5.311
14 C 3.664 1.890 4.058
15 F 4.561 2.894 4.092
16 C 2.459 2.084 3.428
17 F 2.274 3.306 2.847
18 C -2.220 1.465 -0.737
19 C -1.978 0.910 -2.146
20 N -0.648 0.345 -2.250
21 C -0.177 0.122 -3.492
22 C -0.872 0.038 -4.715
23 F -2.224 0.114 -4.763
24 C -0.242 -0.201 -5.925
25 F -0.985 -0.303 -7.043
26 C 1.124 -0.351 -6.015
27 F 1.723 -0.578 -7.202
28 C 1.860 -0.256 -4.847
29 F 3.193 -0.372 -4.890
30 C 1.221 -0.021 -3.656
31 F 1.977 0.107 -2.553
32 H -0.653 3.680 -0.548
33 H 0.031 2.420 -1.615
34 H 0.799 2.769 -0.069
35 H -2.050 1.334 1.810
36 H -2.080 3.018 1.237
37 H -0.793 2.911 3.201
38 H 0.372 3.157 1.921
39 H -2.769 2.416 -0.817
40 H -2.843 0.776 -0.172
41 H -2.096 1.724 -2.872
42 H -2.764 0.178 -2.358
43 F -4.328 0.220 6.298
44 C -3.159 -0.118 5.737
45 C -3.120 -0.600 4.445
46 F -4.256 -0.690 3.740
47 C -1.910 -0.966 3.886
48 F -1.939 -1.399 2.627
49 C -0.708 -0.882 4.583
50 S 0.765 -1.545 3.860
51 C -0.782 -0.369 5.872
52 F 0.306 -0.248 6.632
53 C -1.984 0.006 6.447
54 F -2.021 0.469 7.706
55 O -0.766 -2.822 -2.475
56 C 0.266 -2.367 -1.998
57 C 1.569 -2.878 -2.558
58 C 1.577 -3.473 -3.822
59 C 2.747 -3.985 -4.344
60 C 3.903 -3.964 -3.564
61 C 3.885 -3.381 -2.308
62 C 2.734 -2.759 -1.801
63 P 2.680 -1.832 -0.110
64 C 3.532 -3.237 0.714
65 C 4.818 -3.146 1.233
66 C 5.407 -4.244 1.844
67 C 4.706 -5.438 1.972
68 C 3.410 -5.525 1.482
69 C 2.830 -4.432 0.852
70 C 3.836 -0.450 -0.538
71 C 3.418 0.827 -0.142
72 C 4.201 1.945 -0.358
73 C 5.443 1.813 -0.972
74 C 5.872 0.559 -1.372
75 C 5.071 -0.562 -1.162
76 H 0.645 -3.516 -4.374
77 H 2.766 -4.414 -5.341
78 H 4.818 -4.413 -3.937
79 H 4.781 -3.430 -1.699
80 H 5.347 -2.202 1.183
81 H 6.410 -4.161 2.245
82 H 5.162 -6.288 2.467
83 H 2.848 -6.445 1.595
84 H 1.816 -4.499 0.469
85 H 2.481 0.938 0.393
86 H 3.854 2.917 -0.028
87 H 6.074 2.681 -1.121
88 H 6.838 0.442 -1.851
89 H 5.429 -1.524 -1.502
90 O -0.617 -2.673 0.593
91 N -1.816 -2.523 0.265
92 O -2.039 -1.351 -0.139

Calculated values
Net charge   -2
Electronic energy   -5058.46245 hartree
2S+1   1
HOMO   -0.0657 Ha
E_LUMO   0.1495 Ha
Molecular weight   1026.654 g mol⁻¹
Strongest force on any atom   0.0301 hartree/bohr

=====

No. 2
The following is a quantum chemistry calculation of a molecular structure, C24H17Cl2N4O2Rb, from the OMol25 dataset.

Atoms and positions in Å:
1 Rb 0.934 -1.094 -0.045
2 O -3.676 4.012 -4.551
3 C -3.473 4.080 -3.297
4 O -3.901 4.933 -2.459
5 C -2.652 3.021 -2.685
6 C -2.484 2.875 -1.321
7 C -1.600 1.902 -0.819
8 N -0.989 0.983 -1.577
9 C -1.211 1.064 -2.913
10 C -2.020 2.067 -3.496
11 C -0.623 -0.007 -3.763
12 C -0.985 -0.046 -5.139
13 C -0.428 -0.995 -5.987
14 C 0.381 -1.990 -5.390
15 C 0.630 -1.958 -4.032
16 N 0.188 -0.958 -3.239
17 C -1.360 1.908 0.650
18 C -1.589 3.130 1.368
19 C -1.526 3.113 2.750
20 C -1.251 1.898 3.421
21 C -1.044 0.756 2.667
22 N -1.071 0.762 1.319
23 H -3.036 3.480 -0.605
24 H -2.064 2.198 -4.567
25 H -1.686 0.651 -5.520
26 H -0.607 -0.938 -7.070
27 H 0.736 -2.807 -6.000
28 H 1.259 -2.708 -3.567
29 H -1.772 4.039 0.806
30 H -1.794 4.013 3.311
31 H -1.244 1.849 4.526
32 H -0.787 -0.206 3.149
33 Cl 4.873 -4.996 1.154
34 C 3.612 -3.844 1.477
35 Cl 3.976 -2.316 0.666
36 H 3.628 -3.715 2.580
37 H 2.655 -4.227 1.058
38 C 1.876 -0.767 5.517
39 C 2.407 0.172 4.634
40 C 2.257 -0.034 3.252
41 C 1.613 -1.155 2.810
42 C 1.132 -2.112 3.659
43 C 1.271 -1.935 5.069
44 H 1.954 -0.609 6.611
45 H 3.019 1.024 4.946
46 H 2.699 0.681 2.550
47 H 0.676 -3.033 3.277
48 H 0.960 -2.741 5.740
49 N 1.324 -4.369 -0.057
50 C 0.811 -5.047 -0.869

Calculated values
Net charge   -2
Electronic energy   -2238.75024 hartree
2S+1   1
HOMO   -0.0360 Ha
E_LUMO   0.1441 Ha
ΔE to the lowest compared entry with this formula, charge and spin   0.0 kcal/mol
Molecular weight   549.800 g mol⁻¹
Strongest force on any atom   0.0620 hartree/bohr

=====

No. 3
The following is a quantum chemistry calculation of C4H12N2S in the gas phase, from the OMol25 dataset.

Atoms and positions in Å:
1 C 0.930 -1.810 -0.743
2 N -0.128 -1.566 0.235
3 C -0.465 -0.125 0.310
4 C -1.264 0.186 -0.847
5 S -1.978 1.809 -0.744
6 C 0.803 0.781 0.338
7 N 0.733 1.823 1.378
8 H 1.950 -1.594 -0.346
9 H 0.725 -1.233 -1.638
10 H 1.063 -2.836 -1.191
11 H -0.095 -1.979 1.092
12 H -1.003 0.037 1.303
13 H -2.231 -0.423 -0.767
14 H -0.872 -0.235 -1.856
15 H -2.907 1.605 0.244
16 H 1.660 0.216 0.409
17 H 0.761 1.248 -0.525
18 H 1.384 2.592 1.025
19 H 0.934 1.505 2.324

Calculated values
Electronic energy   -667.21812 hartree
2S+1   1
HOMO   -0.3049 Ha
E_LUMO   0.0357 Ha
ΔE to the lowest compared entry with this formula, charge and spin   48.2 kcal/mol
Molecular weight   120.221 g mol⁻¹
Strongest force on any atom   0.1015 hartree/bohr

=====

No. 4
The following is a quantum chemistry calculation of a molecular structure, C22H47NOP2ReSi, from the OMol25 dataset.

Atoms and positions in Å:
1 Re -0.852 0.338 -0.500
2 Si -1.285 -0.543 -2.881
3 P 0.060 2.441 -1.433
4 P -2.060 -1.643 0.346
5 H -1.308 1.071 1.065
6 C 0.537 3.897 -0.373
7 H 1.008 4.707 -0.959
8 H 1.244 3.538 0.394
9 H -0.351 4.290 0.148
10 C -0.892 3.260 -2.799
11 H -0.377 4.169 -3.159
12 H -1.905 3.531 -2.461
13 H -0.988 2.537 -3.625
14 C 1.666 2.092 -2.278
15 H 2.076 3.002 -2.751
16 H 1.496 1.312 -3.037
17 H 2.382 1.705 -1.534
18 C -2.458 -1.756 2.155
19 H -2.934 -2.717 2.425
20 H -3.127 -0.921 2.419
21 H -1.521 -1.630 2.723
22 C -3.697 -2.044 -0.419
23 H -4.148 -2.941 0.041
24 H -3.548 -2.213 -1.497
25 H -4.378 -1.186 -0.293
26 C -1.097 -3.193 0.062
27 H -1.636 -4.080 0.440
28 H -0.124 -3.103 0.571
29 H -0.917 -3.292 -1.021
30 C -2.935 -0.053 -3.746
31 H -3.042 1.046 -3.805
32 H -3.804 -0.433 -3.179
33 H -2.993 -0.458 -4.773
34 H -0.225 -0.143 -3.895
35 H -1.255 -2.057 -3.043
36 C -3.653 2.063 -0.567
37 O -2.910 1.122 -0.902
38 C -3.142 3.183 0.290
39 H -3.952 3.673 0.856
40 H -2.661 3.951 -0.343
41 H -2.358 2.755 0.949
42 C -5.093 2.053 -1.010
43 H -5.752 1.975 -0.124
44 H -5.280 1.210 -1.690
45 H -5.349 3.005 -1.511
46 C 3.990 -0.027 -1.726
47 C 4.247 0.428 -0.284
48 C 3.829 1.810 0.272
49 C 3.716 -0.590 0.681
50 C 4.775 -1.150 1.431
51 C 4.559 -2.003 2.462
52 C 3.284 -2.304 2.800
53 C 2.162 -1.801 2.096
54 C 0.893 -2.253 2.689
55 C 0.772 -3.809 2.739
56 C 0.683 -1.700 4.117
57 C 2.294 -0.915 0.925
58 N 1.186 -0.316 0.043
59 H 2.935 -0.291 -1.925
60 H 4.573 -0.954 -1.913
61 H 4.352 0.748 -2.437
62 H 5.358 0.518 -0.268
63 H 2.743 1.877 0.482
64 H 4.308 1.973 1.263
65 H 4.161 2.633 -0.396
66 H 5.813 -0.898 1.241
67 H 5.393 -2.405 3.025
68 H 3.181 -2.962 3.655
69 H 0.222 -1.774 2.009
70 H 1.434 -4.259 3.506
71 H -0.267 -4.103 2.995
72 H 1.064 -4.295 1.785
73 H 0.742 -0.593 4.116
74 H -0.306 -2.008 4.516
75 H 1.440 -2.098 4.825

Calculated values
Electronic energy   -2046.76971 hartree
2S+1   4
HOMO (spin up / spin down)   -0.2275 / -0.2484 Ha
E_LUMO (spin up / spin down)   0.0143 / -0.0304 Ha
ΔE to the lowest compared entry with this formula, charge and spin   0.0 kcal/mol
Molecular weight   617.865 g mol⁻¹
Strongest force on any atom   0.0629 hartree/bohr